Entry 1:
Computed, not measured: C30H26IIrN2P as an isolated structure, with ωB97M-V with the def2-TZVPD basis set.

Computed properties:
LUMO level (spin up / spin down): -2.27 / -4.96 eV
Net charge: +1
Spin multiplicity: 5
Electronic energy: -54734.5906 eV

```
61
C30H26IIrN2P, DFT ωB97M-V with the def2-TZVPD basis set
Ir 0.408 1.381 -1.418
N -0.598 0.031 -3.194
C -1.594 -0.826 -2.631
C -1.533 -2.194 -2.863
C -2.497 -3.035 -2.335
C -3.513 -2.506 -1.553
C -3.552 -1.144 -1.304
C -2.606 -0.271 -1.846
C -2.711 1.199 -1.608
C -3.979 1.785 -1.578
C -4.149 3.137 -1.321
C -3.047 3.950 -1.102
C -1.777 3.396 -1.153
C -1.598 2.032 -1.401
H 0.052 -0.462 -3.790
H -0.995 0.812 -3.705
H -0.741 -2.594 -3.490
H -2.456 -4.100 -2.533
H -4.269 -3.155 -1.126
H -4.333 -0.744 -0.669
H -4.845 1.166 -1.783
H -5.145 3.562 -1.312
H -3.173 5.007 -0.908
H -0.917 4.042 -1.012
N 1.700 2.929 0.058
C 1.923 2.445 1.398
C 2.252 3.325 2.423
C 2.495 2.844 3.699
C 2.422 1.480 3.955
C 2.081 0.607 2.939
C 1.814 1.080 1.655
P 1.229 -0.038 0.342
C -0.109 -0.952 1.154
C -0.397 -2.265 0.782
C -1.420 -2.953 1.417
C -2.176 -2.329 2.400
C -1.922 -1.007 2.738
C -0.890 -0.318 2.119
C 2.584 -1.205 0.044
C 3.372 -1.011 -1.090
C 4.482 -1.814 -1.314
C 4.803 -2.815 -0.410
C 4.017 -3.016 0.719
C 2.909 -2.216 0.950
H 2.557 2.888 -0.486
H 1.409 3.900 0.061
H 2.327 4.387 2.215
H 2.746 3.535 4.493
H 2.618 1.102 4.951
H 1.990 -0.450 3.155
H 0.190 -2.755 0.015
H -1.625 -3.981 1.144
H -2.972 -2.870 2.898
H -2.518 -0.514 3.497
H -0.683 0.709 2.398
H 3.115 -0.228 -1.798
H 5.089 -1.662 -2.199
H 5.667 -3.445 -0.585
H 4.266 -3.803 1.419
H 2.289 -2.395 1.820
I 1.933 2.344 -3.339
```

Entry 2:
Computed, not measured: an isolated molecule of C4H3NO2, with ωB97M-V with the def2-TZVPD basis set.

Computed properties:
LUMO level: -0.38 eV
Net charge: 0
Structure (SMILES): N#C[C@@H]1OCC1=O
Electronic energy: -9777.1320 eV

```
10
C4H3NO2, DFT ωB97M-V with the def2-TZVPD basis set
N -1.209 2.383 1.573
C -0.641 1.416 1.072
C -0.173 -0.032 0.844
O 1.137 -0.152 0.368
C 0.931 -0.737 -1.043
C -0.561 -0.376 -0.633
O -1.754 -0.332 -1.093
H -0.372 -0.325 1.872
H 1.187 -0.119 -1.777
H 1.455 -1.725 -1.183
```

Entry 3:
Computed, not measured: a 2-piece molecular cluster, C7H14N2 overall, with ωB97M-V with the def2-TZVPD basis set.

Computed properties:
LUMO level: 0.85 eV
Net charge: 0
Structure (SMILES): CCc1c[nH]cn1.CC
Electronic energy: -10463.6349 eV

```
23
C7H14N2, DFT ωB97M-V with the def2-TZVPD basis set
C 1.695 0.340 -1.474
C 2.447 -0.372 -0.305
C 1.365 -0.709 0.701
C 0.414 -1.788 0.896
N -0.398 -1.478 1.916
C 0.119 -0.385 2.564
N 1.225 0.035 1.911
H 2.607 0.889 -1.972
H 1.190 1.121 -0.836
H 1.134 -0.326 -1.989
H 2.877 -1.377 -0.577
H 3.179 0.325 -0.016
H 0.375 -2.568 0.090
H -1.214 -1.975 2.213
H -0.382 0.118 3.385
C -2.120 0.785 -1.582
C -2.036 1.146 -0.131
H -3.269 0.775 -1.902
H -1.427 1.536 -2.137
H -1.811 -0.185 -2.019
H -2.889 1.831 0.231
H -1.213 1.747 0.292
H -1.869 0.515 0.741
```

Entry 4:
Computed, not measured: an isolated molecule of C6H12, with ωB97M-V with the def2-TZVPD basis set.

Computed properties:
LUMO level: 1.05 eV
Net charge: 0
Structure (SMILES): C/C=C(\C)CC
Electronic energy: -6414.5955 eV

```
18
C6H12, DFT ωB97M-V with the def2-TZVPD basis set
C 0.483 2.406 -0.469
C 0.022 1.354 0.545
C -0.417 0.104 0.192
C -1.129 0.062 -1.143
C -0.115 -1.084 1.034
C 0.858 -2.186 0.475
H 0.925 3.260 0.052
H 1.173 1.867 -1.127
H -0.353 2.820 -1.021
H -0.122 1.580 1.594
H -1.040 -1.009 -1.365
H -0.415 0.513 -1.820
H -2.165 0.351 -1.223
H -1.029 -1.663 1.214
H 0.243 -0.787 2.016
H 1.352 -1.971 -0.469
H 0.233 -3.055 0.255
H 1.497 -2.561 1.260
```

Entry 5:
Computed, not measured: an isolated molecule of C5H6O2, with ωB97M-V with the def2-TZVPD basis set.

Computed properties:
LUMO level: 0.91 eV
Net charge: 0
Structure (SMILES): O=C1CO[C@H]2C[C@@H]12
Electronic energy: -9375.6533 eV

```
13
C5H6O2, DFT ωB97M-V with the def2-TZVPD basis set
O 0.437 -1.618 -1.848
C 0.145 -0.895 -0.927
C -0.960 -1.167 0.103
O -1.399 0.101 0.560
C -0.414 1.051 0.244
C 0.929 0.820 0.824
C 0.658 0.467 -0.634
H -0.551 -1.775 0.925
H -1.805 -1.698 -0.337
H -0.809 2.020 -0.021
H 1.038 -0.008 1.519
H 1.590 1.661 1.012
H 1.139 1.040 -1.418
```

What are the relative energy (zero: lowest compared OMol25 entry of this formula, charge and spin) values for these records? In order: 3.6 439.5 263.6 226.3 139.2 kJ/mol.